Computed, not measured: 9 unconnected molecules or ions with the total composition C28H71F3N3O25P5 at a distorted geometry, with wB97M-V/def2-TZVPD.

Atoms and positions in Å:
C  -0.17  4.07  1.05
C  0.25  5.48  0.65
O  -0.65  6.47  1.10
C  -1.69  6.85  0.30
O  -1.92  6.29  -0.82
C  -2.61  8.01  0.73
F  -2.22  8.45  1.96
F  -2.59  8.94  -0.17
F  -3.86  7.53  0.83
H  -1.17  3.78  0.74
H  -0.14  3.85  2.12
H  0.59  3.38  0.67
H  0.49  5.49  -0.41
H  1.21  5.67  1.14
C  -1.11  -3.81  -3.50
O  0.23  -3.66  -3.97
P  1.28  -2.66  -3.17
O  0.87  -1.24  -2.91
O  2.68  -2.77  -4.11
C  3.16  -4.02  -4.40
O  1.72  -3.48  -1.80
C  2.67  -2.90  -0.90
H  -1.96  -3.38  -4.04
H  -1.09  -3.37  -2.50
H  -1.26  -4.88  -3.35
H  2.68  -4.83  -3.85
H  4.25  -4.07  -4.37
H  3.04  -4.24  -5.46
H  3.66  -3.32  -1.05
H  2.45  -3.05  0.16
H  2.71  -1.82  -1.06
C  -4.55  -5.70  -0.12
O  -4.32  -4.42  -0.83
P  -3.34  -3.22  -0.21
O  -3.10  -2.15  -1.20
O  -4.07  -2.88  1.17
C  -3.64  -1.71  1.89
O  -2.10  -3.98  0.40
C  -0.90  -3.31  0.74
H  -5.57  -5.99  0.09
H  -4.07  -5.64  0.86
H  -4.09  -6.42  -0.80
H  -4.55  -1.13  2.03
H  -2.85  -1.11  1.43
H  -3.32  -2.05  2.88
H  -0.82  -3.12  1.81
H  -0.79  -2.34  0.25
H  -0.06  -3.90  0.38
C  -2.74  -0.37  -4.22
O  -2.63  -1.42  -5.15
P  -3.82  -1.56  -6.24
O  -4.12  -0.35  -7.07
O  -3.45  -2.89  -7.03
C  -2.15  -2.97  -7.54
O  -5.08  -2.00  -5.31
C  -5.21  -3.26  -4.76
H  -3.26  0.51  -4.60
H  -1.82  -0.03  -3.74
H  -3.46  -0.73  -3.49
H  -1.70  -1.98  -7.62
H  -2.30  -3.35  -8.55
H  -1.54  -3.58  -6.89
H  -5.18  -3.23  -3.67
H  -4.60  -4.12  -5.04
H  -6.24  -3.62  -4.89
C  1.09  -4.21  7.42
O  1.67  -3.88  6.15
P  2.39  -2.41  5.84
O  3.57  -1.99  6.68
O  2.56  -2.38  4.19
C  3.60  -3.26  3.67
O  1.07  -1.46  6.06
C  -0.14  -1.80  5.39
H  1.42  -5.20  7.73
H  0.00  -4.19  7.39
H  1.53  -3.53  8.14
H  3.89  -2.73  2.76
H  3.19  -4.19  3.28
H  4.52  -3.31  4.25
H  -0.99  -1.73  6.07
H  -0.16  -2.83  5.05
H  -0.45  -1.16  4.57
C  2.56  4.66  3.11
O  2.56  3.67  2.20
P  3.75  2.54  2.15
O  3.67  1.48  1.13
O  5.07  3.47  2.17
C  6.00  3.50  1.09
O  3.87  1.95  3.74
C  3.22  0.75  4.13
H  1.56  5.06  3.29
H  3.19  5.45  2.69
H  3.05  4.24  3.99
H  6.93  3.07  1.47
H  6.18  4.51  0.72
H  5.64  2.84  0.30
H  2.66  0.27  3.32
H  2.48  0.96  4.90
H  3.93  0.04  4.56
C  -4.13  4.99  2.54
N  -4.62  3.79  1.83
C  -4.64  3.83  0.36
C  -4.83  2.66  2.55
O  -5.18  1.57  2.12
H  -3.18  5.32  2.13
H  -3.92  4.84  3.60
H  -4.78  5.86  2.47
H  -4.99  2.89  -0.06
H  -5.33  4.57  -0.05
H  -3.65  4.01  -0.07
H  -4.78  2.84  3.63
C  4.39  1.14  -3.47
N  5.45  1.01  -2.46
C  5.33  -0.12  -1.54
C  6.40  2.00  -2.45
O  7.38  2.02  -1.72
H  4.13  0.18  -3.92
H  4.63  1.85  -4.26
H  3.44  1.41  -3.02
H  4.32  -0.37  -1.23
H  5.65  -0.98  -2.12
H  6.03  -0.01  -0.70
H  6.11  2.84  -3.10
C  0.47  1.38  -1.32
N  -0.28  0.90  -0.21
C  -1.73  0.96  -0.36
C  0.43  0.27  0.78
O  -0.04  -0.21  1.82
H  0.27  2.44  -1.47
H  0.05  0.94  -2.23
H  1.51  1.05  -1.40
H  -2.10  1.97  -0.52
H  -2.11  0.53  -1.29
H  -2.35  0.46  0.39
H  1.51  0.26  0.57

Here are the Mulliken charges for atoms 1 to 8, given in e:
1 C 0.378
2 C -0.599
3 O -0.262
4 C 0.405
5 O -0.587
6 C 0.850
7 F -0.263
8 F -0.222

Computed, not measured: a molecular structure, C28H72F12N8O14S4 at a distorted geometry, with wB97M-V/def2-TZVPD.

Results
Net charge   +4

Atoms and positions in Å:
C  9.83  -9.04  -10.83
F  8.80  -8.25  -10.62
F  10.40  -8.75  -11.98
F  10.65  -8.71  -9.79
S  9.38  -10.90  -10.74
O  9.06  -11.13  -9.33
O  8.30  -11.09  -11.72
N  10.83  -11.72  -11.30
S  10.43  -13.17  -10.81
O  11.03  -13.40  -9.52
O  9.04  -13.65  -11.01
C  11.39  -14.23  -12.10
F  11.53  -15.52  -11.67
F  10.69  -14.16  -13.26
F  12.61  -13.66  -12.22
C  12.58  -4.49  -16.54
F  12.36  -4.96  -17.76
F  12.58  -3.11  -16.64
F  11.54  -4.84  -15.77
S  14.25  -5.14  -15.80
O  15.36  -4.32  -16.28
O  14.12  -5.14  -14.32
N  14.25  -6.80  -16.39
S  15.31  -6.85  -17.51
O  15.09  -5.93  -18.63
O  16.72  -6.90  -17.13
C  14.93  -8.60  -18.33
F  15.98  -8.80  -19.18
F  14.97  -9.51  -17.41
F  13.72  -8.73  -18.83
C  3.21  -9.42  -9.34
C  2.22  -10.33  -10.15
C  1.79  -11.62  -9.42
O  0.69  -12.21  -10.17
C  0.28  -13.58  -9.78
N  0.97  -9.48  -10.45
H  0.27  -9.89  -11.06
H  0.50  -9.40  -9.56
H  1.13  -8.55  -10.82
H  3.90  -8.80  -9.91
H  3.79  -10.06  -8.66
H  2.70  -8.69  -8.71
H  2.59  -10.40  -11.17
H  1.46  -11.48  -8.39
H  2.56  -12.39  -9.36
H  -0.51  -13.96  -10.43
H  -0.01  -13.54  -8.73
H  1.13  -14.25  -9.88
C  1.66  -5.71  -2.28
C  2.69  -5.47  -3.39
C  3.82  -6.60  -3.42
O  4.90  -6.37  -4.28
C  5.85  -7.42  -4.31
N  2.03  -5.29  -4.72
H  1.81  -6.23  -5.03
H  1.13  -4.84  -4.61
H  2.59  -4.77  -5.38
H  0.96  -4.90  -2.11
H  2.30  -5.63  -1.40
H  1.26  -6.72  -2.27
H  3.18  -4.52  -3.21
H  3.31  -7.52  -3.69
H  4.23  -6.75  -2.43
H  6.64  -7.08  -4.99
H  5.49  -8.30  -4.83
H  6.23  -7.55  -3.30
C  12.31  -4.94  -2.43
C  11.72  -6.35  -2.28
C  12.21  -7.36  -3.31
O  11.40  -8.52  -3.31
C  11.85  -9.53  -4.25
N  12.23  -6.93  -0.91
H  13.19  -7.20  -0.76
H  12.08  -6.22  -0.20
H  11.61  -7.69  -0.67
H  13.35  -4.92  -2.13
H  11.76  -4.10  -2.00
H  12.40  -4.74  -3.50
H  10.64  -6.16  -2.30
H  13.25  -7.63  -3.13
H  12.18  -7.04  -4.35
H  11.08  -10.29  -4.32
H  12.73  -9.97  -3.78
H  11.96  -9.07  -5.23
C  17.17  -10.18  -12.46
C  16.45  -9.35  -11.47
C  17.21  -8.04  -11.15
O  16.33  -7.19  -10.43
C  16.94  -5.87  -10.22
N  15.05  -8.99  -12.02
H  14.34  -9.71  -12.03
H  14.73  -8.25  -11.41
H  15.12  -8.50  -12.90
H  17.47  -9.69  -13.39
H  16.77  -11.17  -12.62
H  18.08  -10.52  -11.96
H  16.16  -9.88  -10.57
H  17.47  -7.57  -12.10
H  18.16  -8.28  -10.67
H  17.99  -6.02  -9.99
H  16.53  -5.47  -9.29
H  16.67  -5.23  -11.06
C  5.53  -6.52  -15.32
C  4.98  -5.77  -16.52
C  5.69  -6.11  -17.79
O  5.15  -5.62  -19.03
C  5.73  -6.19  -20.14
N  3.46  -5.99  -16.57
H  3.02  -5.33  -17.19
H  3.15  -6.94  -16.73
H  3.04  -5.74  -15.68
H  6.62  -6.44  -15.34
H  5.36  -7.60  -15.30
H  5.18  -6.16  -14.36
H  5.17  -4.73  -16.25
H  5.67  -7.20  -17.70
H  6.74  -5.88  -17.62
H  5.01  -6.32  -20.96
H  6.03  -7.24  -20.04
H  6.55  -5.55  -20.46
C  7.93  -13.53  -19.37
C  6.98  -12.96  -18.33
C  7.61  -12.23  -17.13
O  8.17  -11.04  -17.55
C  9.21  -10.57  -16.79
N  6.12  -11.87  -18.98
H  5.26  -11.66  -18.50
H  6.66  -11.03  -18.85
H  5.83  -11.98  -19.94
H  8.60  -12.76  -19.76
H  7.46  -13.98  -20.24
H  8.57  -14.25  -18.86
H  6.20  -13.68  -18.06
H  8.30  -13.00  -16.76
H  6.82  -12.13  -16.39
H  8.83  -10.28  -15.81
H  9.65  -9.71  -17.30
H  9.97  -11.33  -16.60

Here are the Mulliken charges for atoms 1 to 8, given in e:
1 C 0.578
2 F -0.219
3 F -0.195
4 F -0.231
5 S 0.909
6 O -0.609
7 O -0.601
8 N -0.336

Computed, not measured: 8 unconnected molecules or ions with the total composition C28H75F3N6O9 at a distorted geometry, with wB97M-V/def2-TZVPD.

Results
Relative energy (zero: lowest compared OMol25 entry of this formula, charge and spin)   168.3 kJ/mol

Atoms and positions in Å:
O  15.08  4.38  -18.66
H  14.35  5.01  -18.85
H  14.68  3.44  -18.83
H  15.27  4.45  -17.66
C  14.81  0.85  -18.41
O  16.21  1.17  -18.49
O  14.12  1.92  -18.76
C  14.45  -0.41  -19.19
F  13.12  -0.61  -19.18
F  14.82  -0.43  -20.48
F  14.99  -1.52  -18.63
C  17.15  0.29  -17.92
C  18.47  1.02  -17.70
H  18.37  1.84  -17.00
H  19.12  0.25  -17.26
H  18.95  1.39  -18.61
H  17.35  -0.51  -18.64
H  16.86  -0.11  -16.94
H  14.66  0.58  -17.34
C  11.53  7.27  -23.01
C  12.81  6.48  -23.21
C  13.79  7.34  -23.99
O  15.02  6.70  -24.30
C  14.93  5.86  -25.42
N  13.36  6.05  -21.93
H  11.12  7.59  -23.96
H  11.65  8.10  -22.31
H  10.79  6.67  -22.46
H  12.59  5.59  -23.82
H  14.12  8.18  -23.36
H  13.34  7.84  -24.85
H  14.24  5.02  -25.31
H  15.92  5.40  -25.54
H  14.80  6.36  -26.39
H  14.20  5.48  -22.06
H  12.77  5.37  -21.45
C  15.33  2.87  -23.64
C  15.90  2.08  -22.46
C  17.27  1.47  -22.73
O  17.41  0.31  -21.94
C  18.70  -0.23  -22.02
N  15.78  2.88  -21.21
H  16.07  3.65  -23.87
H  14.41  3.36  -23.36
H  15.20  2.20  -24.49
H  15.28  1.17  -22.38
H  18.00  2.22  -22.37
H  17.38  1.24  -23.79
H  19.00  -0.49  -23.04
H  18.78  -1.11  -21.39
H  19.45  0.49  -21.64
H  15.23  2.26  -20.61
H  16.67  2.64  -20.75
C  10.49  2.69  -22.97
C  11.30  2.08  -21.84
C  12.08  0.82  -22.24
O  11.29  -0.06  -22.98
C  11.81  -1.37  -22.99
N  12.27  3.09  -21.36
H  9.62  3.25  -22.63
H  10.01  1.83  -23.47
H  11.08  3.22  -23.72
H  10.68  1.86  -20.97
H  12.55  0.43  -21.33
H  12.90  1.18  -22.88
H  11.70  -1.87  -22.02
H  12.85  -1.37  -23.33
H  11.28  -1.97  -23.74
H  13.09  3.15  -21.95
H  12.65  2.78  -20.46
C  18.72  5.18  -18.29
C  19.14  5.01  -19.77
C  18.06  5.46  -20.71
O  17.71  6.81  -20.52
C  17.15  7.41  -21.65
N  20.40  5.75  -20.02
H  17.91  4.49  -18.02
H  18.46  6.21  -18.04
H  19.56  4.83  -17.68
H  19.23  3.92  -19.82
H  17.16  4.84  -20.63
H  18.49  5.30  -21.72
H  16.29  6.91  -22.11
H  17.89  7.43  -22.46
H  16.89  8.44  -21.40
H  20.03  6.70  -20.12
H  20.91  5.85  -19.14
C  16.05  3.04  -14.78
C  15.04  4.15  -14.96
C  14.90  4.98  -13.67
O  14.53  6.32  -13.87
C  13.20  6.51  -14.28
N  15.52  4.97  -16.11
H  15.70  2.43  -13.93
H  16.97  3.46  -14.35
H  16.34  2.38  -15.60
H  14.07  3.78  -15.28
H  15.90  5.03  -13.23
H  14.20  4.46  -13.01
H  13.09  6.47  -15.38
H  12.83  7.50  -14.02
H  12.51  5.77  -13.86
H  15.12  5.90  -16.00
H  16.53  5.12  -16.01
C  12.30  8.47  -19.09
C  13.14  7.31  -18.53
C  12.22  6.09  -18.59
O  12.72  5.12  -17.65
C  11.89  3.97  -17.56
N  14.40  7.16  -19.31
H  12.77  9.45  -19.06
H  11.36  8.57  -18.53
H  12.01  8.21  -20.11
H  13.36  7.47  -17.47
H  12.14  5.65  -19.59
H  11.21  6.36  -18.27
H  10.89  4.23  -17.20
H  12.30  3.33  -16.78
H  11.88  3.45  -18.52
H  14.15  7.18  -20.31
H  14.68  8.15  -19.29

Here are the Mulliken charges for atoms 1 to 8, given in e:
1 O 1.516
2 H -0.392
3 H -0.098
4 H 0.439
5 C -0.661
6 O 0.333
7 O -0.794
8 C 0.481

Number 1: HOMO -9.2 eV, energy -140450.294 eV. Number 2: HOMO -12.6 eV, energy -146694.265 eV. Number 3: HOMO -8.4 eV, energy -65769.273 eV.